(1)
DFT (the ωB97M-V functional and the def2-TZVPD basis) results for a cluster of 5 separate species, C32H61NO9S4 in total.

Summary:
Orbital gap   0.323 hartree
LUMO energy   0.58 eV
Highest occupied orbital energy   -8.20 eV
M   732.1 g/mol
DFT total energy   -3580.4265 Eh

The geometry in XYZ format:
```
107
Properties=species:S:1:pos:R:3:forces:R:3
C 4.1314 -3.1323 -0.5818 -0.4 -0.1 0.4
C 3.9952 -2.4325 0.7629 0.2 -0.1 -0.2
O 2.6354 -2.3759 1.1894 0.0 0.2 0.1
C 1.8976 -1.3332 0.5909 -0.1 0.0 -0.1
C 0.8095 -1.9121 -0.3057 0.0 0.3 0.3
O 0.2965 -0.8570 -1.1005 0.0 -0.2 0.0
C -0.4890 -1.2834 -2.1934 0.0 0.3 0.2
C -1.7695 -2.0697 -1.8322 -0.5 -0.1 -0.7
C -2.5244 -1.5918 -0.5832 0.5 -0.1 0.4
C -2.4285 -0.0951 -0.2381 -0.2 -0.1 0.0
C -3.6816 0.4037 0.5068 0.0 0.1 -0.1
C -3.4602 0.8607 1.9481 -0.4 0.0 0.1
N -2.7663 2.1453 2.0235 0.4 -0.6 0.1
C -1.3521 2.1340 2.0973 0.0 0.1 0.0
C -0.6634 1.0042 2.8383 0.1 -0.3 -0.1
O -0.7038 3.0361 1.6263 0.0 0.2 0.2
C -2.7462 -1.9800 -3.0290 -0.1 0.0 -0.1
C -3.2410 -0.6475 -3.5419 0.0 -0.2 -0.1
O -2.1122 -2.7884 -4.0596 -0.4 -0.2 0.1
C -1.8233 -3.9456 -3.3863 0.0 0.2 0.1
O -1.8463 -5.0251 -3.8925 0.2 0.0 -0.1
C -1.4679 -3.5975 -1.9422 0.5 0.0 0.3
C -1.9596 -4.5926 -0.8911 -0.3 0.0 -0.4
C -3.4909 -4.7752 -0.7498 0.1 -0.2 0.3
C -4.0752 -4.3059 0.5647 0.0 0.2 0.0
C -5.2019 -3.4875 0.5983 0.1 -0.1 0.0
C -5.7191 -3.0356 1.8042 0.0 0.0 0.1
C -5.1282 -3.4134 3.0015 0.1 0.0 0.0
C -4.0153 -4.2456 2.9842 -0.1 0.0 -0.1
C -3.4963 -4.6848 1.7752 0.0 0.0 0.0
H 3.7457 -2.4922 -1.3761 0.1 -0.1 -0.1
H 5.1667 -3.3848 -0.7914 0.0 0.1 -0.1
H 3.5310 -4.0466 -0.5421 0.1 0.0 -0.1
H 4.5347 -2.9818 1.5360 -0.1 0.0 0.0
H 4.4053 -1.4182 0.7197 0.1 -0.1 0.0
H 1.4484 -0.7263 1.3830 0.0 0.0 -0.1
H 2.5237 -0.6717 -0.0174 0.1 -0.1 0.0
H 1.2427 -2.7148 -0.9124 0.0 0.0 -0.1
H 0.0081 -2.3224 0.3234 0.1 -0.2 -0.1
H -0.7547 -0.3749 -2.7356 0.1 0.0 0.1
H 0.1382 -1.8810 -2.8662 -0.1 -0.1 -0.1
H -3.5755 -1.8699 -0.6881 0.0 0.0 -0.1
H -2.1751 -2.1607 0.2856 -0.1 0.0 0.0
H -2.2678 0.4960 -1.1406 0.0 0.0 0.0
H -1.5368 0.0568 0.3676 0.0 0.1 -0.1
H -4.1190 1.2457 -0.0370 0.0 0.0 0.1
H -4.4500 -0.3767 0.5230 0.1 -0.1 0.0
H -4.4480 1.0044 2.3936 0.1 0.0 0.1
H -2.9811 0.0639 2.5300 0.1 0.0 0.0
H -3.1386 2.7310 2.7647 -0.1 0.4 -0.3
H -0.5474 0.1276 2.1973 0.0 0.0 0.0
H -1.2219 0.6921 3.7215 0.0 0.0 0.0
H 0.3341 1.3271 3.1291 0.0 0.1 -0.1
H -3.6437 -2.5481 -2.7522 0.0 0.1 0.1
H -2.4524 0.0776 -3.7327 0.0 0.0 -0.1
H -3.8129 -0.8182 -4.4558 0.1 0.1 0.0
H -3.9434 -0.2465 -2.8083 0.2 0.1 0.0
H -0.3799 -3.7366 -1.9428 0.0 0.1 0.0
H -1.5345 -5.5564 -1.1781 0.1 0.1 0.0
H -1.5043 -4.3207 0.0621 -0.1 0.0 0.0
H -3.6944 -5.8472 -0.8175 -0.1 0.0 -0.1
H -4.0241 -4.3100 -1.5792 0.0 0.0 0.0
H -5.6735 -3.2032 -0.3362 0.0 0.1 0.0
H -6.5815 -2.3809 1.8213 0.0 0.0 -0.1
H -5.5351 -3.0704 3.9443 0.0 0.0 0.0
H -3.5521 -4.5656 3.9089 0.0 0.0 0.0
H -2.6285 -5.3343 1.7744 0.0 0.0 0.0
C 7.2982 1.1660 -1.5734 0.1 0.0 0.0
S 5.7380 0.2796 -1.5788 -0.2 0.0 0.0
O 6.0666 -1.1729 -1.6304 0.2 0.1 -0.1
C 5.2452 0.7618 -3.2351 0.2 0.0 -0.2
H 7.7832 0.9517 -0.6239 -0.1 0.0 0.0
H 7.9132 0.8188 -2.4041 0.0 0.0 0.0
H 7.1033 2.2357 -1.6578 0.0 0.0 0.0
H 5.9981 0.4324 -3.9534 0.0 0.0 0.1
H 5.1121 1.8412 -3.2790 -0.1 0.0 0.0
H 4.2941 0.2799 -3.4493 0.0 0.0 0.1
C 1.1457 1.6427 -5.1604 -0.1 0.0 0.0
S 2.4095 2.9186 -5.1315 0.0 0.0 -0.1
O 2.9771 2.9325 -3.7587 0.0 0.0 0.0
C 1.2808 4.3117 -5.2405 -0.1 0.0 0.0
H 1.6434 0.6810 -5.0545 0.0 0.0 0.0
H 0.4594 1.7987 -4.3277 0.0 0.0 0.0
H 0.6159 1.6785 -6.1122 0.0 0.0 0.0
H 0.5831 4.2770 -4.4039 0.0 0.0 0.0
H 0.7485 4.2730 -6.1908 0.0 0.0 0.0
H 1.8757 5.2209 -5.1894 0.0 0.0 0.0
C 5.8668 2.2487 3.8622 0.0 0.0 0.1
S 5.7808 2.4588 2.0803 -0.1 0.0 0.0
O 6.1153 1.1416 1.4803 0.1 0.0 0.0
C 7.2535 3.4802 1.9395 0.1 0.0 0.0
H 5.0496 1.5920 4.1528 0.0 0.0 0.0
H 6.8209 1.7938 4.1280 0.0 0.0 0.0
H 5.7505 3.2178 4.3475 0.0 0.0 0.0
H 8.1104 2.9393 2.3413 0.0 0.0 0.0
H 7.0995 4.4154 2.4776 0.0 0.0 0.0
H 7.4089 3.6882 0.8828 0.0 0.0 0.0
C -4.0023 5.5677 6.0060 0.0 0.0 0.1
S -4.4471 5.5721 4.2665 0.0 0.1 0.0
O -4.1301 4.2176 3.7421 0.0 -0.2 0.1
C -3.1175 6.6476 3.7238 0.1 0.1 0.0
H -4.6929 4.9031 6.5205 0.0 0.0 0.0
H -2.9816 5.2026 6.1177 0.0 0.0 0.0
H -4.0977 6.5773 6.4055 0.0 0.0 0.0
H -2.1596 6.2033 3.9934 0.0 0.0 0.0
H -3.2350 7.6282 4.1851 0.0 0.0 0.0
H -3.1899 6.7375 2.6422 0.0 0.0 0.0
```
Forces are in eV/Å.

***

(2)
DFT (the ωB97M-V functional and the def2-TZVPD basis) results for a cluster of 6 separate species, C32H62BN4O7S2 in total in a non-equilibrium geometry.

Summary:
Orbital gap   0.183 hartree
LUMO energy   1.33 eV
Highest occupied orbital energy   -3.66 eV
Net charge   -1
M   689.8 g/mol
Energy above the lowest of the compared OMol25 structures with the same formula, charge and spin   4.7 kcal per mole
DFT total energy   -2823.4107 Eh

The geometry in XYZ format:
```
108
Properties=species:S:1:pos:R:3:forces:R:3
N -0.9043 3.5113 -1.3724 -0.4 0.4 0.5
C -0.6373 4.6479 -2.2555 -0.1 -0.4 -0.2
C 0.2512 4.3369 -3.4565 0.7 0.5 0.4
B 1.8282 4.0933 -3.1123 0.1 -0.9 -0.5
O 1.9931 2.8145 -2.3166 -0.1 0.3 0.2
C 2.6762 3.0440 -1.1207 0.0 0.2 -0.8
C 3.8303 2.0222 -1.0362 -0.1 -0.2 0.9
N 3.8198 1.1459 0.1679 -0.1 0.6 -0.3
C 3.0151 4.5801 -1.1315 -0.4 0.4 0.6
C 4.4797 4.9638 -0.9457 -0.1 -0.7 -0.1
C 4.9682 4.5129 0.4414 0.2 0.6 -0.3
C 5.3669 5.6969 1.3349 -0.1 -0.3 -0.5
S 4.9292 5.4745 3.0735 0.3 0.2 0.2
C 3.1810 5.2891 3.0922 -0.4 -0.3 0.1
S 2.5351 3.9656 3.7691 0.0 -0.2 0.2
N 2.3818 6.3195 2.6166 0.6 0.4 -0.3
C 2.8035 7.5383 2.0969 -0.9 0.6 -0.3
C 1.6673 8.2146 1.7658 1.2 -0.4 0.2
N 0.5518 7.4726 2.0699 -0.1 -0.2 0.1
C 1.0032 6.3597 2.5685 -0.4 0.3 -0.2
O 2.4611 5.1338 -2.2675 0.0 0.1 0.0
H -0.3293 3.5322 -0.5487 0.4 -0.1 0.0
H -0.7805 2.6399 -1.8609 0.1 0.0 0.1
H -0.1801 5.4489 -1.6780 0.0 0.2 0.1
H -1.6022 5.0245 -2.6107 -0.2 0.2 0.0
H -0.1108 3.4618 -3.9998 0.1 0.1 0.1
H 0.1836 5.1997 -4.1274 0.0 0.0 -0.3
H 2.5041 3.9264 -4.1580 -0.2 0.2 -0.1
H 2.0012 2.9032 -0.2641 0.0 -0.4 0.2
H 4.8056 2.4916 -1.0877 0.2 0.0 -0.1
H 3.7153 1.3785 -1.8974 0.0 -0.1 -0.3
H 2.8541 0.8373 0.2491 0.0 -0.3 0.1
H 3.9641 1.7353 0.9811 0.1 0.0 0.1
H 2.5036 5.0222 -0.2492 0.0 0.0 0.1
H 5.0560 4.4739 -1.7269 0.2 0.2 -0.2
H 4.5679 6.0385 -1.0689 0.0 0.2 -0.1
H 4.1708 3.9592 0.9251 -0.1 -0.3 0.1
H 5.8327 3.8708 0.3170 0.0 -0.3 0.3
H 4.9867 6.6127 0.9054 -0.2 0.3 0.2
H 6.4469 5.8017 1.3552 0.2 0.1 0.2
H 3.8064 7.8843 2.0064 0.4 -0.3 0.2
H 1.6870 9.1929 1.3254 -0.5 0.2 -0.1
H 0.3902 5.5529 2.9124 0.0 -0.3 0.1
C 1.2936 -3.4224 0.0030 0.1 -0.1 0.0
C 2.8106 -3.2105 -0.0367 -0.2 0.0 0.0
C 2.8995 -1.8122 -0.6348 0.1 -0.1 -0.2
O 1.7389 -1.1128 -0.1926 0.0 0.0 0.1
C 0.8039 -2.0294 0.3766 0.0 0.0 0.1
H 0.9724 -4.1839 0.7139 0.0 0.0 0.0
H 0.9295 -3.7009 -0.9899 0.0 0.0 0.0
H 3.2198 -3.2208 0.9773 0.0 0.0 0.0
H 3.3449 -3.9549 -0.6271 0.0 0.0 0.0
H 2.8879 -1.8622 -1.7307 0.0 0.0 0.0
H 3.7803 -1.2523 -0.3262 0.0 0.0 0.0
H 0.7967 -1.9066 1.4674 0.0 0.0 0.0
H -0.1852 -1.7948 -0.0089 0.0 0.0 0.0
C -4.6345 -1.3548 -0.7468 0.1 -0.1 -0.1
C -4.3462 -2.6706 -0.0242 0.0 0.1 0.0
C -2.9622 -3.0166 -0.5593 0.0 0.0 -0.1
O -2.3088 -1.7774 -0.8328 -0.2 -0.1 -0.1
C -3.2574 -0.7067 -0.7630 0.0 0.2 0.1
H -5.3831 -0.7377 -0.2528 0.0 0.0 0.0
H -4.9737 -1.5517 -1.7672 0.0 0.0 0.0
H -4.3008 -2.5012 1.0539 0.0 0.0 0.0
H -5.0807 -3.4501 -0.2098 0.0 0.0 0.0
H -3.0307 -3.5864 -1.4941 0.0 0.0 0.0
H -2.3615 -3.5895 0.1505 0.0 0.0 0.0
H -3.0760 -0.1393 0.1550 0.0 0.0 0.0
H -3.1028 -0.0354 -1.6064 0.0 0.0 0.0
C 2.8493 -5.7462 4.9359 -0.1 0.0 0.1
C 2.3408 -7.0275 4.2786 0.1 0.0 -0.1
C 1.0564 -6.5440 3.6172 0.0 0.0 0.1
O 1.2722 -5.1773 3.2713 0.0 0.0 0.0
C 2.4618 -4.6970 3.9022 0.1 0.0 -0.1
H 3.9173 -5.7539 5.1474 0.0 0.0 0.0
H 2.3169 -5.5686 5.8731 0.0 0.0 0.0
H 3.0509 -7.3662 3.5210 0.0 0.0 0.0
H 2.1732 -7.8455 4.9779 0.0 0.0 0.0
H 0.2079 -6.6005 4.3088 0.0 -0.1 0.0
H 0.8050 -7.1051 2.7160 0.0 0.0 0.0
H 3.2398 -4.5835 3.1400 0.0 0.0 0.0
H 2.2630 -3.7187 4.3395 0.0 0.0 0.0
C -1.4894 1.8826 -5.5954 0.0 0.0 0.0
C -1.3919 0.4162 -5.1728 -0.1 0.1 0.0
C -1.2187 0.5522 -3.6663 0.3 -0.1 0.0
O -1.9265 1.7309 -3.2813 -0.2 -0.4 -0.2
C -2.2752 2.4867 -4.4369 -0.3 0.0 -0.2
H -1.9766 2.0328 -6.5589 0.0 0.0 0.0
H -0.4924 2.3248 -5.6423 0.0 0.0 0.0
H -2.3248 -0.1059 -5.4046 0.0 0.0 0.0
H -0.5727 -0.1253 -5.6438 0.0 0.0 0.0
H -0.1643 0.6780 -3.3996 0.0 0.0 0.0
H -1.6115 -0.2996 -3.1098 0.0 0.0 0.0
H -3.3566 2.3965 -4.6037 0.0 0.0 0.0
H -2.0366 3.5359 -4.2601 -0.1 -0.1 0.0
C -7.6979 -6.3064 2.7859 -0.1 0.0 -0.1
C -6.9941 -7.1503 1.7255 0.1 0.0 0.1
C -6.7745 -6.1292 0.6168 -0.1 0.0 0.0
O -6.6114 -4.8652 1.2608 -0.1 -0.1 0.0
C -6.9842 -4.9691 2.6358 0.1 0.0 0.0
H -7.6227 -6.7131 3.7931 0.0 0.0 0.0
H -8.7565 -6.1999 2.5387 0.0 0.0 0.0
H -6.0344 -7.5059 2.1066 0.0 0.0 0.0
H -7.5701 -8.0136 1.3956 0.0 0.0 0.0
H -7.6425 -6.0732 -0.0495 0.0 -0.1 0.0
H -5.8898 -6.3394 0.0144 0.0 0.0 0.0
H -6.0764 -4.9331 3.2475 0.0 0.0 0.0
H -7.6124 -4.1182 2.9001 0.0 0.0 0.0
```
Forces are in eV/Å.